Computed, not measured: 2 unconnected molecules or ions with the total composition C29H28F3N3O4 at a distorted geometry, with wB97M-V/def2-TZVPD.

Element x y z (Å)
F: -2.19 0.43 8.26
C: -3.25 0.98 7.58
F: -4.34 0.19 7.84
F: -3.50 2.20 8.15
C: -2.97 1.10 6.10
C: -4.04 1.04 5.20
C: -3.79 1.14 3.85
C: -2.43 1.14 3.33
O: -2.16 0.83 2.13
C: -1.40 1.42 4.33
C: -1.67 1.32 5.67
H: -5.06 0.91 5.56
H: -4.60 1.10 3.13
H: -0.39 1.62 3.97
H: -0.86 1.40 6.39
C: 2.17 -1.11 -5.16
N: 2.12 -0.62 -3.80
C: 3.08 0.22 -3.31
O: 4.08 0.60 -3.92
C: 2.69 0.57 -1.88
C: 2.43 2.07 -1.69
C: 3.66 2.91 -1.96
C: 3.64 3.87 -2.98
C: 4.80 4.58 -3.29
C: 5.97 4.38 -2.54
C: 5.97 3.45 -1.49
C: 4.81 2.72 -1.20
N: 1.49 -0.26 -1.66
C: 0.85 -0.27 -0.48
C: -0.30 -1.02 -0.23
C: -0.98 -1.12 0.97
C: -2.11 -2.00 1.15
C: -2.67 -2.75 0.07
C: -3.80 -3.56 0.26
N: -4.33 -4.28 -0.85
O: -5.36 -4.98 -0.66
O: -3.76 -4.21 -1.97
C: -4.43 -3.66 1.51
C: -3.88 -2.96 2.58
C: -2.74 -2.18 2.42
C: 1.08 -1.02 -2.86
C: -0.29 -0.58 -3.40
C: 1.14 -2.54 -2.66
H: 3.03 -0.67 -5.67
H: 2.27 -2.20 -5.17
H: 1.25 -0.85 -5.70
H: 3.50 0.24 -1.20
H: 1.62 2.37 -2.37
H: 2.08 2.22 -0.66
H: 2.72 4.02 -3.56
H: 4.79 5.30 -4.11
H: 6.88 4.93 -2.78
H: 6.87 3.28 -0.90
H: 4.80 1.99 -0.39
H: 1.29 0.34 0.31
H: -0.71 -1.60 -1.06
H: -0.56 -0.61 1.83
H: -2.23 -2.73 -0.93
H: -5.31 -4.28 1.59
H: -4.36 -3.03 3.56
H: -2.30 -1.66 3.28
H: -0.25 0.49 -3.66
H: -0.52 -1.16 -4.30
H: -1.08 -0.73 -2.67
H: 2.17 -2.83 -2.40
H: 0.47 -2.87 -1.87
H: 0.86 -3.04 -3.60

- Kohn-Sham gap (Ha) = 0.1497
- E (eV) = -51336.039
- highest occupied orbital energy (eV) = -6.4
- energy relative to the best compared isomer or geometry (same formula, charge and spin) (kJ/mol) = 0.0